w.
Formula: C2H3FSi
Source: OMol25
Level of theory: ωB97M-V/def2-TZVPD

Results
* Kohn-Sham gap: 10.3 eV
* HOMO level: -10.7 eV

Last column: Mulliken charge in e.
Atoms and positions in Å:
Si  0.049  -0.664  -0.848  0.339
F  0.287  -0.066  2.614  -0.381
C  -0.183  0.996  0.128  -0.241
C  0.142  -0.023  0.874  -0.047
H  1.237  -0.865  -1.662  -0.039
H  -1.111  -1.416  -1.304  -0.040
H  -0.422  2.039  0.199  0.410

***

x.
Formula: C2H3FSi
Source: OMol25
Level of theory: ωB97M-V/def2-TZVPD

Results
* Kohn-Sham gap: 8.5 eV
* HOMO level: -9.1 eV

Last column: Mulliken charge in e.
Atoms and positions in Å:
Si  1.508  -2.190  -0.696  0.305
F  2.558  -0.928  -0.829  -0.239
C  -0.596  1.506  -0.080  -0.213
C  -1.050  0.491  -0.546  -0.546
H  0.080  2.298  -0.033  0.354
H  -1.749  -0.224  -0.817  0.409
H  0.848  -1.399  0.269  -0.069

***

Least stable structure among those shown: w.